1.
{"formula": "C24H27N3O3", "method": "the ωB97M-V functional and the def2-TZVPD basis", "elements": ["C", "C", "C", "C", "C", "C", "C", "C", "O", "C", "C", "C", "C", "C", "O", "N", "C", "C", "N", "C", "C", "C", "C", "C", "C", "C", "C", "C", "N", "O", "H", "H", "H", "H", "H", "H", "H", "H", "H", "H", "H", "H", "H", "H", "H", "H", "H", "H", "H", "H", "H", "H", "H", "H", "H", "H", "H"], "xyz": [[-4.6219, -2.5102, 3.7911], [-3.3367, -1.7379, 3.7664], [-2.1601, -2.3309, 4.2027], [-0.9695, -1.6293, 4.2078], [-0.9487, -0.3091, 3.8013], [-2.1053, 0.3177, 3.3577], [-2.0641, 1.7577, 2.9391], [-3.2938, -0.4148, 3.3223], [-4.4489, 0.2128, 2.8536], [-4.8325, -0.1699, 1.5437], [-3.6912, -0.0726, 0.5853], [-3.1924, 0.9483, -0.1709], [-2.0229, 0.3975, -0.7569], [-1.1713, 1.1319, -1.7299], [-1.6991, 1.9649, -2.4516], [0.1535, 0.8814, -1.7577], [0.8613, -0.1174, -0.9893], [1.5067, -1.1178, -1.9605], [2.3794, -0.4558, -2.9000], [3.7287, -0.2750, -2.6265], [4.2980, -0.5948, -1.3891], [5.6566, -0.4576, -1.1739], [6.4905, 0.0059, -2.1748], [5.9431, 0.3175, -3.4085], [4.5901, 0.1749, -3.6350], [1.6413, 0.5227, -3.6648], [0.9653, 1.5691, -2.7540], [1.9857, 2.5030, -2.1055], [-1.8722, -0.8486, -0.3745], [-2.8949, -1.1470, 0.4513], [-5.4714, -1.8369, 3.8829], [-4.7333, -3.0982, 2.8789], [-4.6273, -3.1995, 4.6327], [-2.1850, -3.3560, 4.5424], [-0.0609, -2.1078, 4.5414], [-0.0252, 0.2514, 3.8219], [-3.0663, 2.1269, 2.7412], [-1.4575, 1.8788, 2.0413], [-1.6172, 2.3603, 3.7281], [-5.6264, 0.5239, 1.2588], [-5.2144, -1.1989, 1.5288], [-3.5727, 1.9374, -0.3066], [0.1711, -0.6381, -0.3287], [1.6371, 0.3786, -0.3962], [2.0487, -1.8913, -1.4190], [0.7079, -1.6018, -2.5338], [3.6849, -0.9458, -0.5734], [6.0632, -0.7091, -0.2048], [7.5494, 0.1179, -1.9997], [6.5792, 0.6674, -4.2086], [4.2009, 0.3961, -4.6170], [2.2945, 1.0401, -4.3636], [0.8662, -0.0022, -4.2349], [0.2683, 2.1643, -3.3532], [2.4396, 3.1291, -2.8691], [2.7788, 1.9499, -1.6082], [1.4929, 3.1467, -1.3806]], "forces_ev_per_a": [[0.0, 0.0, 0.0], [-0.1, 0.1, 0.0], [0.0, 0.1, -0.1], [0.1, 0.0, 0.0], [-0.1, -0.1, 0.0], [-0.2, 0.1, -0.1], [0.0, 0.0, 0.0], [0.2, 0.0, 0.1], [0.2, -0.1, 0.4], [0.1, -0.2, -0.2], [0.1, 0.9, -0.4], [-0.2, -0.7, 0.3], [-0.8, -0.3, 0.6], [0.3, 0.1, -0.2], [-0.3, 0.0, 0.1], [0.0, 0.0, -0.1], [0.2, -0.5, 0.2], [-0.1, 0.1, 0.4], [-0.1, -0.2, -0.1], [0.3, -0.1, 0.0], [-0.2, 0.0, 0.0], [0.2, 0.0, 0.0], [0.1, 0.0, 0.1], [0.0, 0.0, 0.0], [-0.1, 0.1, 0.0], [-0.2, 0.3, 0.0], [0.1, 0.3, -0.5], [-0.2, -0.2, 0.0], [0.7, 0.0, -0.6], [-0.5, -0.1, 0.2], [-0.1, 0.0, 0.0], [-0.1, 0.0, 0.0], [0.0, 0.0, 0.0], [0.0, -0.1, 0.0], [0.1, 0.0, 0.0], [0.1, 0.1, 0.0], [0.0, 0.1, 0.0], [0.0, 0.1, 0.0], [0.0, 0.1, 0.0], [0.1, -0.2, -0.1], [0.0, 0.1, 0.0], [-0.1, 0.2, 0.0], [0.3, 0.1, 0.0], [0.0, -0.1, 0.0], [0.0, 0.0, 0.0], [0.0, 0.0, 0.1], [-0.1, 0.0, 0.0], [0.0, 0.0, 0.1], [0.1, 0.0, 0.0], [0.0, 0.0, -0.1], [0.0, 0.0, -0.1], [-0.1, 0.0, 0.0], [0.0, 0.1, 0.0], [0.2, -0.2, 0.1], [0.1, 0.1, -0.1], [0.1, 0.0, 0.1], [0.0, 0.1, 0.1]], "smiles": "Cc1cccc(C)c1OCc1cc(C(=O)N2CCN(c3ccccc3)C[C@@H]2C)no1", "total_charge": 0, "spin_multiplicity": 1, "fmax_ev_per_a": 1.02}

2.
{"formula": "C24H27N3O6S", "method": "the ωB97M-V functional and the def2-TZVPD basis", "elements": ["C", "C", "O", "C", "O", "C", "C", "C", "C", "N", "C", "O", "C", "C", "C", "N", "O", "N", "C", "C", "C", "C", "C", "C", "O", "C", "C", "O", "C", "C", "C", "S", "C", "C", "H", "H", "H", "H", "H", "H", "H", "H", "H", "H", "H", "H", "H", "H", "H", "H", "H", "H", "H", "H", "H", "H", "H", "H", "H", "H", "H"], "xyz": [[-5.8457, -5.6686, -2.2526], [-4.6297, -5.0294, -2.8957], [-4.0523, -4.1188, -1.9605], [-3.0055, -3.4095, -2.3963], [-2.5528, -3.5155, -3.5113], [-2.4707, -2.4886, -1.3635], [-2.9901, -2.4465, -0.0725], [-2.4631, -1.5728, 0.8579], [-1.4089, -0.7405, 0.5004], [-0.8546, 0.1380, 1.4575], [-0.5177, -0.2251, 2.7351], [-0.6778, -1.3012, 3.2506], [0.1511, 0.9952, 3.3576], [1.5199, 0.6078, 3.9223], [2.0353, 1.6356, 4.9220], [3.3340, 1.4664, 5.2524], [1.3540, 2.5233, 5.3798], [0.1513, 1.9422, 2.2711], [0.6498, 3.2894, 2.3680], [2.1156, 3.4041, 1.9029], [2.2503, 2.8838, 0.5010], [2.0175, 3.7029, -0.5909], [1.9987, 3.1765, -1.8684], [2.2034, 1.8226, -2.1067], [2.1439, 1.2644, -3.3592], [1.6908, 2.0588, -4.4270], [2.4864, 0.9882, -1.0111], [2.7378, -0.3555, -1.0226], [2.7975, -1.0838, -2.2289], [2.5036, 1.5430, 0.2641], [-0.5132, 1.4659, 1.2024], [-0.9787, 2.3047, -0.1223], [-0.8757, -0.7835, -0.7834], [-1.4114, -1.6528, -1.7102], [-6.3008, -6.3683, -2.9474], [-6.5733, -4.9060, -1.9879], [-5.5559, -6.2006, -1.3505], [-3.8790, -5.7811, -3.1661], [-4.8991, -4.4794, -3.8046], [-3.8080, -3.0965, 0.1945], [-2.8582, -1.5361, 1.8605], [-0.4510, 1.3827, 4.1943], [2.2414, 0.4611, 3.1183], [1.3951, -0.3447, 4.4468], [3.7362, 2.0672, 5.9531], [3.8738, 0.6859, 4.9238], [0.0234, 3.9158, 1.7267], [0.5613, 3.6142, 3.4066], [2.7613, 2.8496, 2.5846], [2.3946, 4.4572, 1.9468], [1.8237, 4.7548, -0.4488], [1.7967, 3.8387, -2.6941], [2.3955, 2.8637, -4.6611], [1.6228, 1.3845, -5.2798], [0.7038, 2.4835, -4.2195], [1.8373, -1.0907, -2.7479], [3.5674, -0.6938, -2.8975], [3.0536, -2.1006, -1.9309], [2.7157, 0.8633, 1.0757], [-0.0512, -0.1396, -1.0430], [-1.0195, -1.7053, -2.7145]], "forces_ev_per_a": [[0.4, 0.3, 0.0], [-0.2, -0.3, -0.4], [-0.1, 0.1, 0.3], [0.1, 0.0, -0.3], [-0.1, 0.0, 0.1], [0.1, 0.2, 0.2], [0.0, 0.0, -0.2], [0.2, 0.2, 0.1], [-0.3, -0.4, -0.3], [0.1, 0.0, 0.0], [0.2, 0.0, 0.4], [0.0, 0.0, 0.1], [0.2, -0.2, 0.5], [-0.4, 0.2, 0.0], [0.2, -0.4, -0.4], [0.4, 0.0, 0.2], [-0.3, 0.3, 0.2], [-0.1, -0.4, -0.1], [0.2, 0.5, 0.1], [-0.3, -0.1, -0.1], [0.3, 0.1, -0.1], [0.1, -0.1, 0.0], [0.0, 0.0, -0.1], [0.0, -0.1, -0.1], [0.1, -0.1, 0.4], [-0.1, 0.1, -0.2], [0.0, 0.0, 0.1], [-0.1, 0.4, 0.2], [0.1, -0.4, -0.3], [0.0, 0.1, -0.2], [-0.3, 0.5, -0.2], [-0.2, 0.2, -0.3], [0.0, -0.1, 0.1], [-0.1, -0.2, 0.0], [-0.1, -0.1, -0.1], [-0.1, 0.0, 0.0], [0.0, -0.1, 0.1], [-0.1, 0.1, 0.0], [0.1, -0.1, 0.1], [-0.1, 0.0, 0.0], [0.0, 0.0, 0.1], [0.0, -0.2, -0.2], [0.0, -0.1, 0.0], [0.0, 0.0, 0.0], [0.0, 0.0, 0.0], [-0.1, 0.0, 0.0], [0.0, -0.1, 0.1], [-0.1, 0.0, -0.1], [0.1, 0.0, 0.0], [0.1, 0.0, 0.1], [0.0, 0.1, 0.0], [0.0, 0.0, -0.1], [0.0, 0.0, 0.0], [0.0, 0.1, 0.0], [0.0, 0.0, 0.0], [0.1, 0.0, 0.0], [-0.1, 0.0, 0.0], [0.0, 0.1, 0.0], [0.0, -0.1, 0.1], [0.1, 0.0, 0.0], [0.0, 0.0, -0.1]], "smiles": "CCOC(=O)c1ccc(N2C(=O)[C@@H](CC(N)=O)N(CCc3ccc(OC)c(OC)c3)C2=S)cc1", "total_charge": 0, "spin_multiplicity": 1, "fmax_ev_per_a": 0.68}

Energy relative to the best compared isomer or geometry (same formula, charge and spin): 72.2; 6.9 (kcal/mol)
Electronic energy: -1320.69472; -1944.70875 (Eh)
HOMO-LUMO gap: 8.36; 8.37 (eV)